A molecular structure, C9H18FO9RbTl. Source: the Open Molecules 2025 dataset; level of theory: ωB97M-V with the def2-TZVPD basis set.

The HOMO-LUMO gap comes out at 2.5 eV. As for the LUMO energy: -16.82 eV. Its largest force on an atom is 2.78 eV Å⁻¹. The highest occupied orbital energy comes out at -19.27 eV. As for the total energy: -36083.1776 eV. Its energy above the lowest of the compared OMol25 structures with the same formula, charge and spin is 35.9 kcal/mol.

```
! wB97M-V def2-TZVPD RIJCOSX def2/J DEFGRID3
* xyz 3 1
Rb 1.32 -1.11 5.51
Tl -1.42 -5.99 7.38
F -0.11 -3.53 6.40
C -2.58 -1.40 7.77
O -3.23 -1.67 9.03
C -2.99 -2.78 9.74
O -2.29 -3.73 9.35
O -3.56 -2.73 10.94
C -4.20 -1.59 11.49
H -2.35 -2.36 7.31
H -1.58 -1.00 7.88
H -3.22 -0.80 7.12
H -4.91 -1.06 10.86
H -3.48 -0.84 11.81
H -4.65 -1.94 12.42
C 2.73 -3.65 8.09
O 2.13 -3.07 9.24
C 1.01 -3.63 9.80
O 0.50 -4.72 9.49
O 0.79 -3.01 10.88
C -0.14 -3.51 11.81
H 1.98 -4.15 7.47
H 3.42 -4.43 8.41
H 3.40 -3.02 7.51
H 0.44 -4.14 12.49
H -0.95 -4.16 11.49
H -0.68 -2.71 12.32
C 0.93 -9.15 3.84
O 1.03 -7.90 3.17
C 0.87 -6.74 3.81
O 0.53 -6.67 5.00
O 1.34 -5.85 3.00
C 1.41 -4.52 3.42
H 0.14 -9.13 4.59
H 1.84 -9.56 4.29
H 0.45 -9.89 3.21
H 0.49 -3.95 3.30
H 2.12 -4.00 2.77
H 1.76 -4.40 4.45
*
```